1.
This record from OMol25 describes a 11-piece molecular cluster, C35H96F9N8O17S3 overall. The level of theory is ωB97M-V/def2-TZVPD.

Results
energy above the lowest of the compared OMol25 structures with the same formula, charge and spin	0.0	kcal per mole
HOMO-LUMO gap (alpha / beta)	6.14 / 1.77	eV
LUMO level (alpha / beta)	-12.2 / -16.5	eV
molar mass	1168.375	g/mol

Structure (ORCA input):
```
! RIJCOSX wB97M-V def2-TZVPD def2/J DEFGRID3
* xyz 6 2
S 14.44035 18.04484 23.17808
S 14.75119 19.07780 16.19561
S 18.11087 23.30969 15.70145
F 14.02477 20.69872 18.29596
F 13.70419 19.44942 20.98155
F 18.36015 22.81326 18.39395
F 16.20101 20.33159 18.18882
F 18.28359 24.94391 17.77332
F 15.77777 19.44960 21.22434
F 15.22390 21.66762 16.75593
F 20.14700 23.72264 17.52606
F 14.46507 20.71755 22.55399
O 15.66720 19.30597 15.07994
O 8.96873 18.97062 15.31035
O 11.86516 24.63072 18.92055
O 12.35747 21.45824 12.40946
O 12.76051 24.18331 14.98403
O 19.25899 23.65987 14.80854
O 15.10295 17.84859 16.96733
O 13.12816 18.27599 23.80992
O 20.59882 19.98106 16.86932
O 13.34304 19.13453 15.77128
O 14.50579 16.80089 22.34698
O 16.88825 24.04221 15.37120
O 16.29786 11.94965 14.07148
O 13.36294 14.16324 17.55116
O 15.58148 18.32369 24.02850
O 17.84353 21.87876 15.66991
O 19.31411 21.12420 21.49760
N 16.78239 14.58419 12.98186
N 14.15771 16.33205 19.64648
N 11.10351 26.23331 13.70490
N 19.00315 19.73601 14.41102
N 14.81185 19.78541 12.52973
N 7.00759 20.90809 15.01053
N 13.58916 25.88252 20.97145
N 21.03621 19.82489 23.55201
C 20.99659 17.92888 22.00587
C 18.79085 23.70620 17.50499
C 13.66932 19.54796 11.55796
C 13.34280 22.98287 15.19337
C 12.16057 22.35101 11.31095
C 16.57091 14.30465 14.48048
C 12.59981 23.88298 19.83374
C 20.75920 19.34782 22.10448
C 19.18460 18.55013 15.39152
C 18.04051 21.68862 21.07373
C 14.61208 19.53143 21.90843
C 11.33130 24.07986 15.03886
C 19.61194 19.03390 16.81164
C 15.79238 15.57378 15.02175
C 20.19737 17.58267 14.78719
C 9.25541 25.50967 15.13292
C 11.68762 16.96922 19.65820
C 9.99917 18.22425 15.85933
C 8.16013 20.81804 13.97286
C 15.09850 20.50206 17.47186
C 19.32234 19.64721 21.73191
C 15.00630 23.74668 20.80550
C 13.52815 18.07864 11.26974
C 12.72075 15.82202 19.38686
C 12.30974 20.02533 12.05841
C 15.66937 13.01726 14.70079
C 12.43676 15.22012 17.97225
C 10.46918 24.31060 18.83202
C 13.28469 12.84197 18.27854
C 9.37800 20.21873 14.71969
C 13.89443 24.61069 20.17145
C 15.66895 10.77160 14.44306
C 8.31627 22.19007 13.18708
C 20.74116 20.50415 18.19055
C 10.74773 25.50658 15.00495
H 16.02089 9.89170 13.90454
H 9.21757 22.26396 12.57856
H 11.73395 17.12309 20.73629
H 14.36177 17.27995 19.36374
H 8.98117 24.55961 15.59148
H 10.79242 23.56571 14.24302
H 18.39216 19.54580 13.62960
H 7.81495 19.99869 13.34228
H 10.25795 23.37229 18.31914
H 10.67870 25.80655 12.89402
H 17.58363 14.13633 14.84679
H 9.90270 24.26064 19.76191
H 18.17744 18.13429 15.42049
H 13.67622 12.85972 19.29564
H 11.54576 19.85331 11.30023
H 10.69243 16.61874 19.38459
H 10.96988 27.21634 13.89439
H 12.74467 17.88032 10.53835
H 15.98852 24.20552 20.91868
H 19.12188 19.05045 20.84209
H 14.71764 19.45940 13.48102
H 9.57008 17.38058 16.39988
H 14.59797 10.93636 14.32492
H 13.27420 25.60414 21.88983
H 17.99969 22.75195 20.83762
H 7.08600 21.50881 15.81867
H 11.13810 23.49781 15.93997
H 10.77267 17.86589 15.18010
H 11.26298 26.10820 15.75373
H 14.50428 26.29942 21.06556
H 16.25854 16.52948 14.78210
H 12.09605 26.19600 13.52161
H 6.91371 19.98214 15.40284
H 17.55220 14.04494 12.61215
H 7.72183 22.12718 12.27561
H 9.67813 20.88990 15.52439
H 21.46564 19.97791 21.56407
H 8.79022 25.45911 14.14848
H 17.06476 15.53191 12.77640
H 14.75985 13.20002 14.12855
H 21.27579 21.44550 18.06355
H 11.42266 14.82983 17.88638
H 12.01016 19.49382 12.96165
H 15.94141 14.39636 12.45500
H 14.26292 16.41452 20.64759
H 19.84748 17.33999 13.78379
H 14.87375 15.70867 19.30182
H 13.27504 17.56050 12.19471
H 10.63730 18.76484 16.55835
H 9.87739 25.12232 18.40896
H 8.79432 26.40370 15.55272
H 20.52797 17.47004 21.13526
H 16.13318 10.59830 15.41392
H 14.65955 23.23391 21.70268
H 11.96002 17.95444 19.27974
H 11.96810 23.63331 20.68620
H 19.78646 20.67359 18.68853
H 15.48329 12.93125 15.77134
H 11.68460 23.24633 11.71089
H 20.16473 16.67759 15.39370
H 10.17773 20.10434 13.98795
H 14.40372 25.10415 19.34368
H 14.82614 15.69098 14.53110
H 15.13265 22.92390 20.10183
H 12.87151 22.97422 19.29666
H 20.39426 19.57912 24.29201
H 19.84819 20.17785 14.07821
H 13.22705 22.71781 16.24429
H 20.76097 17.29056 22.85741
H 12.54580 15.85634 17.09394
H 22.05942 17.77159 21.82215
H 15.60081 15.69429 16.08800
H 17.34826 21.56190 21.90610
H 21.40964 19.84798 18.74793
H 14.40669 23.09102 14.98232
H 12.91495 26.54968 20.62441
H 18.71273 19.38601 17.31715
H 21.18902 17.96995 14.55317
H 13.92575 20.17898 10.70700
H 13.92662 12.24035 17.63506
H 14.34007 17.49122 10.84099
H 8.25927 23.04159 13.86514
H 15.11005 20.73540 12.69912
H 19.84877 18.17761 17.44313
H 18.53307 19.29249 22.39473
H 13.11571 22.75317 10.97321
H 11.60284 22.01662 10.43618
H 18.56171 20.54173 14.83060
H 17.71382 21.26333 20.12478
H 12.91375 22.11289 14.69622
H 20.92217 20.81803 23.40787
H 21.91752 19.63800 24.00859
H 6.12815 21.22683 14.62962
H 15.69649 19.44083 12.18508
H 12.48276 15.00284 20.06540
H 12.38667 12.23884 18.14474
*
```

2.
This record from OMol25 describes one molecule with the formula C2H2N2O2. The level of theory is ωB97M-V/def2-TZVPD.

Results
energy above the lowest of the compared OMol25 structures with the same formula, charge and spin	125.3	kcal per mole
SMILES string	C1=NOC=NO1
HOMO-LUMO gap	10.26	eV
LUMO level	0.1	eV
molar mass	86.050	g/mol

Structure (ORCA input):
```
! RIJCOSX wB97M-V def2-TZVPD def2/J DEFGRID3
* xyz 0 1
O 0.11621 -1.23589 -0.34236
O -0.15761 1.37989 -0.29579
N -1.31334 0.61026 0.19553
N 1.34050 -0.57335 0.21205
C 1.10825 0.66236 -0.09079
C -1.11740 -0.62491 -0.04939
H 1.87438 1.30874 0.19398
H -1.85099 -1.52709 0.17676
*
```

3.
This record from OMol25 describes a 13-piece molecular cluster, C19H11Cl48I2N3O3P2 overall. The level of theory is ωB97M-V/def2-TZVPD.

Results
energy above the lowest of the compared OMol25 structures with the same formula, charge and spin	121.6	kcal per mole
HOMO-LUMO gap	7.79	eV
LUMO level	-1.4	eV
molar mass	2346.815	g/mol

Structure (ORCA input):
```
! RIJCOSX wB97M-V def2-TZVPD def2/J DEFGRID3
* xyz 0 1
I -2.32307 3.67749 -2.59935
I -1.72420 3.95988 1.32670
Cl 11.23175 -3.10536 -3.95357
Cl 9.08779 -5.65488 -2.49106
Cl 7.10002 -7.34791 -1.20725
Cl 2.40802 -1.43280 -1.67567
Cl 0.63108 -6.30365 -3.65350
Cl 3.16421 -0.25390 0.87464
Cl 1.25409 5.65701 3.38564
Cl -5.48608 4.84902 -3.09922
Cl 1.60041 5.15744 6.23105
Cl 1.58149 8.86732 8.95858
Cl 9.23100 -8.54607 -2.78501
Cl -3.82351 4.98889 5.66328
Cl -5.94312 6.46438 4.32315
Cl 3.20090 -10.42044 -8.18199
Cl 9.76457 -5.00649 -5.59645
Cl -3.24757 6.47296 3.22783
Cl -7.52645 6.20766 -1.53174
Cl 0.13323 3.25631 4.58817
Cl -1.87186 -4.86673 -3.28401
Cl 4.72980 -9.48205 -3.31943
Cl 5.05150 -1.93385 -0.56811
Cl -2.78563 4.87601 9.05572
Cl -8.16806 5.18089 -4.17743
Cl -1.85475 2.23741 9.85393
Cl 1.32034 8.09300 6.16607
Cl 2.78006 -7.59063 -8.71185
Cl 3.05733 10.30698 6.90554
Cl 3.28930 3.06048 10.50222
Cl 0.16858 10.59831 7.09495
Cl 4.32619 -9.20519 -10.57423
Cl -0.56510 -6.12175 -1.00737
Cl -3.89511 3.59605 11.42141
Cl 2.19486 2.40791 7.88648
Cl 3.01466 3.52188 4.28413
Cl 5.42064 -8.55262 -7.95849
Cl 10.88542 -2.60580 -6.79898
Cl 0.60829 -3.76119 -2.23890
Cl 2.02468 -8.98689 -2.36913
Cl 12.64600 -4.74093 -5.90049
Cl 0.64873 4.02247 9.74885
Cl -4.53672 2.56929 8.77572
Cl 7.10897 -7.05322 -4.10184
Cl -6.41696 7.48762 -3.89743
Cl 2.68207 -8.56516 -5.17194
Cl 1.06956 1.19266 10.27871
Cl 2.56590 -11.26573 -4.09533
Cl 2.70405 -3.12001 0.67626
Cl -4.85803 4.05252 3.11011
P -2.87516 1.97760 0.33776
P -1.12812 -0.78984 -2.21297
O -0.88307 -1.39483 -0.77384
O -2.41959 0.66582 1.38817
O -5.78986 0.43664 -0.16817
N -2.83181 1.19126 -5.13513
N 0.87866 1.66511 -0.99547
N -6.99940 2.17531 -2.14211
C 1.53197 9.46642 7.28130
C -4.46806 5.49469 4.08114
C 3.93192 -8.94219 -8.85665
C -3.26808 3.31969 9.77667
C 11.13197 -3.86466 -5.56239
C 3.00059 -9.57493 -3.73898
C -6.89942 5.93130 -3.17649
C -5.30559 0.37534 -1.58761
C -2.07268 1.79517 -1.42050
C -0.42845 1.76626 -1.10663
C -2.74307 0.82717 -3.89406
C 8.13193 -7.15050 -2.64632
C -0.29938 -5.26330 -2.54592
C 1.80059 2.67091 9.60405
C -5.48726 1.86479 -2.20381
C 3.33193 -1.68510 -0.17321
C -2.60071 0.49397 -2.25975
C 1.50063 4.39815 4.62222
C -3.85702 -0.31913 -1.63239
H -5.19728 2.00556 -3.32882
H -3.96049 -1.32872 -2.26270
H -6.09711 -0.33133 -2.13482
H -7.11929 3.09077 -1.65609
H -1.62234 -1.90905 -3.02902
H -3.27878 0.44100 1.89290
H -5.49329 -0.37575 0.33717
H -3.52633 -0.69066 -0.54683
H 0.05077 -0.31499 -2.88956
H -7.29939 2.36023 -3.14605
H -4.99927 2.68317 -1.48444
*
```

4.
This record from OMol25 describes an isolated ion of composition C8H14N3O and charge +1. The level of theory is ωB97M-V/def2-TZVPD.

Results
energy above the lowest of the compared OMol25 structures with the same formula, charge and spin	83.1	kcal per mole
SMILES string	C=CN1COC(=[NH2+])[C@]1(C=C)NC
HOMO-LUMO gap	9.09	eV
LUMO level	-3.5	eV
molar mass	168.220	g/mol

Structure (ORCA input):
```
! RIJCOSX wB97M-V def2-TZVPD def2/J DEFGRID3
* xyz 1 1
O -1.95590 1.30227 -0.14334
N -2.26211 -0.52652 1.18660
N 0.31859 1.25258 -0.43387
N 0.47785 -0.87844 0.95515
C -1.57636 0.24943 0.45315
C 2.22954 1.65088 1.04769
C -0.86311 1.87266 -0.89096
C -0.18390 -0.05129 -0.00033
C 1.21323 2.09814 0.29984
C 1.48892 -1.78847 0.55442
C -1.24309 -2.05605 -1.64666
C -0.40349 -1.01280 -1.52407
H 2.97221 2.32078 1.45085
H 1.10921 3.25481 0.23399
H 2.75499 0.75215 1.02006
H -0.17185 -0.40499 -2.34252
H -1.66565 -1.18650 1.69296
H -1.77977 -2.61641 -0.93542
H 2.14744 -1.28418 -0.24410
H -1.36082 -2.47958 -2.63487
H -3.16686 -0.20640 1.50555
H -0.80052 2.96758 -0.61215
H 0.99758 -2.69495 0.00125
H 2.18061 -2.01613 1.26787
H -1.21984 1.66385 -1.91943
H 0.76308 -0.18246 1.65835
*
```